56
Properties=species:S:1:pos:R:3:lowdin_charge:R:1 method="wB97M-V/def2-TZVPD" smiles="NC(N)=O.NC(N)=O.NC(N)=O.NC(N)=O.NC(N)=O.NC(N)=O.NC(N)=O" homo_energy_ha=-0.313 largest_force_ev_per_a=7.3 charge=0 gap_ha=0.3201
N -3.42 -2.01 1.35 0.16
C -3.97 -1.96 0.20 -0.85
N -3.18 -1.28 -0.56 0.17
O -5.04 -2.40 -0.12 0.04
H -3.75 -2.60 2.10 0.12
H -2.54 -1.54 1.46 0.10
H -2.39 -0.73 -0.28 0.03
H -3.63 -1.11 -1.46 0.12
N -0.17 -0.67 -3.11 0.17
C -1.03 -0.14 -3.94 -0.73
N -0.68 -0.13 -5.23 0.16
O -2.01 0.44 -3.49 0.01
H 0.01 -0.16 -2.25 0.09
H 0.68 -0.97 -3.57 0.10
H -1.21 0.36 -5.94 0.11
H 0.10 -0.67 -5.58 0.10
N -1.46 3.30 -1.57 0.18
C -1.82 4.35 -2.31 -0.77
N -2.21 4.06 -3.51 0.16
O -1.68 5.52 -1.98 0.01
H -1.33 3.40 -0.57 0.06
H -1.45 2.34 -1.90 0.08
H -2.11 3.13 -3.91 0.09
H -2.51 4.85 -4.05 0.12
N 4.12 -3.79 0.30 0.17
C 3.18 -4.43 0.88 -0.82
N 3.53 -5.64 1.21 0.17
O 2.17 -3.85 1.22 0.03
H 3.91 -2.91 -0.14 0.11
H 5.01 -4.21 0.11 0.12
H 3.03 -6.24 1.85 0.12
H 4.42 -5.97 0.87 0.11
N -1.89 3.81 2.92 0.17
C -1.89 3.01 1.85 -0.66
N -3.08 2.66 1.34 0.20
O -0.83 2.81 1.25 -0.03
H -2.76 3.79 3.44 0.10
H -0.97 4.15 3.18 0.12
H -3.11 2.03 0.55 0.12
H -3.88 2.86 1.93 0.11
N 3.29 -0.84 3.56 0.17
C 3.88 -0.37 2.44 -0.74
N 4.45 0.81 2.45 0.18
O 3.78 -1.06 1.42 -0.01
H 3.36 -0.46 4.49 0.11
H 2.95 -1.76 3.33 0.11
H 4.86 1.02 3.34 0.12
H 4.65 1.21 1.54 0.13
N 0.77 0.71 1.22 0.20
C 0.17 -0.13 0.39 -0.68
N 0.86 -1.17 0.11 0.19
O -0.92 0.14 -0.21 -0.06
H 1.58 0.40 1.73 0.09
H 0.14 1.46 1.46 0.05
H 1.45 -1.58 0.82 0.07
H 0.58 -1.84 -0.60 0.12

=====

54
Properties=species:S:1:pos:R:3:lowdin_charge:R:1 method="wB97M-V/def2-TZVPD" homo_energy_ha=-0.339 largest_force_ev_per_a=1.1 charge=0 gap_ha=0.2757
Au 0.81 0.19 -1.96 1.15
Cl 2.88 -0.92 0.26 0.78
C 1.86 -2.32 0.31 -0.66
C 2.46 -3.56 0.48 -0.10
C 1.69 -4.70 0.46 -0.05
C 0.32 -4.61 0.27 -0.06
C -0.28 -3.38 0.11 -0.06
C 0.48 -2.21 0.14 -0.36
P -0.35 -0.63 -0.15 1.05
C -0.38 0.30 1.40 -0.32
C 0.47 -0.05 2.44 -0.08
C 0.41 0.64 3.65 -0.06
C -0.51 1.66 3.82 -0.07
C -1.39 1.98 2.80 -0.06
C -1.33 1.31 1.59 -0.09
C -2.07 -0.98 -0.56 -0.36
C -2.96 -1.26 0.47 -0.09
C -4.29 -1.56 0.17 -0.07
C -4.71 -1.56 -1.15 -0.07
C -3.82 -1.27 -2.17 -0.05
C -2.50 -0.98 -1.89 -0.07
H 3.54 -3.61 0.58 0.12
H 2.16 -5.67 0.56 0.11
H -0.29 -5.51 0.23 0.11
H -1.35 -3.33 -0.07 0.10
H 1.19 -0.85 2.34 0.07
H 1.08 0.36 4.45 0.11
H -0.56 2.19 4.77 0.11
H -2.12 2.77 2.93 0.11
H -2.02 1.56 0.80 0.10
H -2.63 -1.26 1.50 0.12
H -4.98 -1.78 0.97 0.11
H -5.75 -1.78 -1.38 0.11
H -4.16 -1.27 -3.20 0.11
H -1.81 -0.76 -2.69 0.09
C 3.35 4.48 0.12 -0.01
N 2.10 3.85 -0.26 -0.05
C 0.92 4.51 -0.09 -0.06
C -0.27 3.98 -0.41 0.01
C -0.32 2.64 -0.97 -0.54
O -1.36 2.04 -1.24 -0.02
N 0.91 2.03 -1.17 -0.01
C 2.13 2.57 -0.82 -0.51
O 3.18 1.97 -0.98 0.02
H 3.55 5.34 -0.52 0.10
H 4.15 3.76 0.00 0.09
H 3.31 4.81 1.16 0.09
H 1.01 5.50 0.34 0.13
H -1.19 4.52 -0.27 0.11
O 1.76 -2.25 -5.05 -0.42
Se 1.99 -1.92 -3.50 0.83
O 2.73 -3.02 -2.60 -0.43
O 2.55 -0.35 -3.24 -0.54
O 0.44 -1.60 -2.74 -0.59

=====

Quick rundown of DFT total energy, same order as above: -42912.228; -130271.690 eV